No. 1
C26H34Cl61I2NO3SSi2 | wB97M-V/def2-TZVPD

Properties
LUMO level ... 0.0 eV
Max |F| ... 15.752 eV Å⁻¹
Electronic energy ... -30935.736153 a.u.
Frontier orbital gap ... 9.18 eV

Element x y z (Å)
C: 0.6633 -0.1469 -8.4431
C: -0.7169 -0.4405 -7.8924
N: -0.6727 -1.1048 -6.5683
C: -0.2407 -0.1295 -5.5455
C: -0.2942 -0.6645 -4.1223
Si: -0.3504 0.7435 -2.9126
S: -1.9247 2.1283 -3.2437
Cl: 1.3600 1.8250 -3.1956
O: -0.4979 0.1046 -1.3878
Si: 0.0562 0.7363 0.0084
O: -0.7971 0.0146 1.1858
I: 2.3914 0.1695 0.4609
I: -0.2695 3.1364 0.2533
C: -1.9967 -1.6088 -6.2429
C: -3.1823 -0.6787 -6.3885
O: -2.1417 -2.7399 -5.8375
H: 0.5496 0.4304 -9.3585
H: 1.2443 0.4729 -7.7647
H: 1.1833 -1.0774 -8.6566
H: -1.2717 -1.0886 -8.5715
H: -1.2786 0.5042 -7.8444
H: 0.8008 0.1052 -5.7562
H: -0.7845 0.8180 -5.6663
H: -1.1812 -1.2632 -3.9050
H: 0.5949 -1.2514 -3.8994
H: -2.9826 1.3400 -3.0381
H: -0.9816 0.6445 1.9017
H: -3.9731 -0.9740 -5.7082
H: -2.8961 0.3608 -6.2295
H: -3.5737 -0.7459 -7.4045
C: -5.2206 4.2127 -1.5576
Cl: -3.8061 5.1910 -1.1710
Cl: -5.0132 3.4088 -3.1139
Cl: -5.4994 3.0115 -0.3003
H: -6.0790 4.8683 -1.6160
C: 0.7165 0.0978 4.5249
Cl: 0.7426 -0.7067 6.0954
Cl: 0.9379 1.8450 4.7114
Cl: 1.9342 -0.5751 3.4470
H: -0.2670 -0.0441 4.0832
C: -5.3569 2.6117 3.8296
Cl: -5.3230 4.1430 2.9689
Cl: -5.9857 1.3183 2.8063
Cl: -3.7540 2.2174 4.4311
H: -6.0207 2.7197 4.6787
C: -3.8083 -0.1334 7.5770
Cl: -2.2580 0.5013 7.0303
Cl: -5.0978 1.0202 7.2502
Cl: -4.1701 -1.6813 6.8124
H: -3.7438 -0.2893 8.6466
C: -2.6788 8.1069 1.9920
Cl: -3.6547 9.4094 1.3108
Cl: -3.5860 6.5974 2.0329
Cl: -1.1794 7.9073 1.0841
H: -2.4239 8.3750 3.0091
C: -1.7762 -1.5145 1.5187
Cl: -0.9264 -2.8837 2.2264
Cl: -3.3166 -2.0041 0.8315
Cl: -2.0727 -0.2745 2.7551
H: -1.1560 -1.0832 0.7433
C: 1.1918 1.4561 -12.3315
Cl: -0.4620 1.2138 -11.7610
Cl: 2.0307 2.6368 -11.3300
Cl: 2.0683 -0.0732 -12.3634
H: 1.1458 1.8397 -13.3418
C: 2.5508 -3.9767 -1.1815
Cl: 2.3660 -3.0167 -2.6484
Cl: 4.0800 -3.6316 -0.3702
Cl: 1.2105 -3.7211 -0.0666
H: 2.5546 -5.0200 -1.4597
C: 1.0053 -5.6047 4.6827
Cl: 0.8490 -5.5725 2.9231
Cl: 0.6366 -4.0253 5.3701
Cl: -0.0356 -6.8513 5.3669
H: 2.0300 -5.8501 4.9239
C: 3.7822 -7.6367 1.3130
Cl: 5.1257 -6.5552 1.6720
Cl: 2.4385 -7.3638 2.4186
Cl: 3.2547 -7.4769 -0.3658
H: 4.1278 -8.6529 1.4465
C: 5.6565 1.1695 -2.6953
Cl: 7.3774 1.3295 -3.0419
Cl: 4.7728 2.5717 -3.2825
Cl: 5.0136 -0.3114 -3.4101
H: 5.5283 1.1068 -1.6221
C: 6.0559 0.6591 -7.1639
Cl: 4.4122 1.2863 -7.0751
Cl: 6.0937 -0.8873 -8.0109
Cl: 7.1331 1.8241 -7.9336
H: 6.4049 0.4961 -6.1516
C: 4.6919 5.7457 -12.4532
Cl: 5.1756 4.1086 -12.8867
Cl: 3.2673 6.2429 -13.3678
Cl: 4.3971 5.8717 -10.7190
H: 5.5028 6.4152 -12.7061
C: -6.5250 -3.3153 2.7859
Cl: -7.6717 -4.1021 3.8721
Cl: -5.3518 -2.3746 3.7061
Cl: -5.7056 -4.4857 1.7509
H: -7.0735 -2.6330 2.1505
C: -6.9719 -0.8454 7.8190
Cl: -7.3982 0.6098 6.9148
Cl: -7.9554 -0.9848 9.2779
Cl: -7.1316 -2.2757 6.8050
H: -5.9354 -0.7607 8.1202
C: 9.9826 1.2917 0.4343
Cl: 8.3599 1.9565 0.6179
Cl: 9.9464 -0.2025 -0.5049
Cl: 11.0622 2.4686 -0.3089
H: 10.3632 1.0594 1.4197
C: -5.3323 3.5756 10.8026
Cl: -6.6304 2.7476 11.6614
Cl: -4.5112 4.7260 11.8547
Cl: -4.1911 2.4170 10.1210
H: -5.7709 4.1272 9.9808
C: 2.0368 -7.5084 8.8335
Cl: 1.7533 -9.1600 8.2900
Cl: 3.1376 -7.4749 10.2083
Cl: 2.6514 -6.5116 7.5134
H: 1.0898 -7.0910 9.1490
C: -5.3972 6.6934 6.7110
Cl: -5.5287 4.9295 6.7446
Cl: -4.1972 7.2322 7.8835
Cl: -5.0155 7.2871 5.0943
H: -6.3555 7.1036 7.0000
C: 9.8587 -5.1574 3.7296
Cl: 8.1352 -5.5248 3.6735
Cl: 10.2867 -4.3877 5.2579
Cl: 10.8207 -6.6112 3.4682
H: 10.0801 -4.4615 2.9319

Mulliken atomic charge list, values in e, 6 entries: atom 1 (C): -0.593, atom 2 (C): -0.330, atom 3 (N): 0.177, atom 4 (C): -1.225, atom 5 (C): 0.205, atom 6 (Si): -0.291

No. 2
C26H34ClMnO2 | wB97M-V/def2-TZVPD

Properties
Expectation value of S² ... 6.103
LUMO level (spin up / spin down) ... 0.7 / -0.9 eV
Max |F| ... 2.565 eV Å⁻¹
Energy above the lowest of the compared OMol25 structures with the same formula, charge and spin ... 24.63 kJ/mol
2S+1 ... 5
Electronic energy ... -2772.555547 a.u.
Frontier orbital gap (spin up / spin down) ... 6.42 / 6.49 eV

Element x y z (Å)
O: -0.2372 -0.9779 -3.7954
C: -0.2029 0.4077 -4.3272
C: -0.1178 0.0092 -5.7789
H: 0.6885 0.9588 -3.9938
H: -1.1182 0.9675 -4.0828
C: -0.1019 -1.4219 -5.1975
H: 0.8094 0.3385 -6.2612
H: -1.0067 0.2961 -6.3459
C: 1.1772 -2.2009 -5.4668
H: 2.0940 -1.6565 -5.2023
H: 1.1992 -2.4945 -6.5285
H: 1.1419 -3.1303 -4.8861
C: -1.2854 -2.2661 -5.6189
H: -2.2298 -1.7440 -5.4232
H: -1.2416 -3.2009 -5.0487
H: -1.2031 -2.5127 -6.6900
Mn: -0.8308 -1.5192 1.2373
C: -2.3258 -1.4277 2.7215
C: -1.5057 -0.2334 2.7859
C: -1.6357 0.4599 1.5527
H: -0.9526 0.1466 3.6423
C: -2.5201 -0.3037 0.7011
C: -2.9572 -1.4601 1.4259
H: -3.7023 -2.1763 1.0854
H: -2.5400 -2.1052 3.5325
H: -1.2154 1.4362 1.3314
H: -2.8729 -0.0076 -0.2748
C: 0.1670 -2.4171 2.8741
C: -0.3742 -3.3995 1.9435
C: 0.3349 -3.2588 0.7000
H: -1.1150 -4.1700 2.1793
C: 1.2327 -2.1349 0.8130
C: 1.1221 -1.6127 2.1538
H: 1.7539 -0.8277 2.5680
H: -0.0087 -2.3648 3.9460
H: 0.2879 -3.9365 -0.1472
H: 1.9292 -1.7921 0.0529
O: 1.7944 1.3106 -1.9422
C: 0.7126 0.4419 -1.5470
C: -0.6261 1.1711 -1.6142
H: 0.8848 0.0134 -0.5454
H: 0.6929 -0.3746 -2.2709
C: -0.2378 2.5985 -2.0106
H: -1.1543 1.1285 -0.6719
H: -1.2939 0.7001 -2.3379
C: 1.2866 2.6651 -1.7723
H: -0.7984 3.3605 -1.4715
H: -0.4373 2.6911 -3.0883
H: 1.5120 3.0189 -0.7423
H: 1.8262 3.2837 -2.5107
Cl: -0.9470 3.5648 3.6215
C: 0.1659 2.8229 4.6764
C: 0.0530 3.0228 6.0494
C: 0.8689 2.2986 6.9376
C: 1.8566 1.4374 6.4363
C: 2.0022 1.2496 5.0698
C: 1.2105 1.9890 4.1171
C: 1.4446 1.8943 2.7520
H: -0.6730 3.7380 6.4310
H: 0.7182 2.4085 8.0174
H: 2.5305 0.9157 7.1239
H: 2.7472 0.5500 4.6817
H: 2.2739 1.2876 2.3991
H: 0.9500 2.5440 2.0347

Mulliken atomic charge list, values in e, 6 entries: atom 1 (O): -0.543, atom 2 (C): -0.004, atom 3 (C): -1.023, atom 4 (H): 0.058, atom 5 (H): 0.236, atom 6 (C): 1.578

No. 3
C26H34CrN6O6PS2 | wB97M-V/def2-TZVPD

Properties
Expectation value of S² ... 2.017
LUMO level (spin up / spin down) ... -3.4 / -3.6 eV
Max |F| ... 2.472 eV Å⁻¹
Total charge ... +1
2S+1 ... 3
Electronic energy ... -3973.186466 a.u.
Frontier orbital gap (spin up / spin down) ... 7.20 / 6.32 eV

Element x y z (Å)
Cr: 0.0416 -0.0188 1.4875
C: 4.3812 -3.4717 1.9156
C: 3.7752 -2.1105 1.5682
C: 4.7792 -0.9895 1.8278
C: 2.4907 -1.9175 2.3315
C: 1.2724 -2.2766 1.7468
C: 0.0537 -2.0896 2.4087
C: 0.0425 -1.5026 3.6876
C: -1.2603 -1.3355 4.4133
C: 1.2680 -1.2432 4.3020
C: 2.4682 -1.4461 3.6398
H: 5.3040 -3.6172 1.3633
H: 3.6937 -4.2726 1.6597
H: 4.6017 -3.5349 2.9771
H: 3.5310 -2.1034 0.5001
H: 5.2085 -1.0722 2.8206
H: 4.3060 -0.0143 1.7397
H: 5.5866 -1.0555 1.1044
H: 1.2995 -2.8680 0.8398
H: -0.8454 -2.5783 2.0405
H: -2.0813 -1.1946 3.7091
H: -1.2196 -0.4896 5.0954
H: -1.4709 -2.2252 5.0077
H: 1.2785 -0.8858 5.3218
H: 3.3912 -1.2331 4.1531
O: -0.9997 1.7168 1.9095
N: -0.3528 2.8227 2.3016
C: -1.0649 3.9524 2.5079
C: -0.4382 5.1450 2.7330
C: 0.9644 5.1851 2.7683
C: 1.6655 4.0118 2.6772
C: 1.0021 2.7910 2.4619
S: 1.8113 1.3016 2.3960
H: -2.1392 3.8401 2.4980
H: -1.0286 6.0329 2.8784
H: 1.4779 6.1260 2.8726
H: 2.7392 3.9802 2.7599
N: -2.5111 -2.6838 -1.8573
C: -3.4170 -1.5687 -1.5940
P: -2.9505 -0.5327 -0.1299
O: -4.0232 -0.4030 0.9054
O: -1.5878 -0.9374 0.3944
C: -2.8856 1.2632 -0.7583
N: -3.2600 1.9593 0.4799
H: -2.9941 -3.5705 -1.7621
H: -1.7580 -2.6764 -1.1747
H: -1.9696 -2.6524 -3.5420
H: -4.4369 -1.9081 -1.3972
H: -3.4370 -0.9188 -2.4761
H: -3.6404 1.4241 -1.5277
H: -1.9126 1.5816 -1.1289
H: -2.4061 2.0022 1.0960
H: -3.8785 1.1895 0.9381
H: -3.7362 2.8541 0.3743
O: -1.6403 -2.7874 -4.4714
S: -2.4191 -1.9302 -5.5593
O: -3.5617 -1.3417 -4.9176
O: -2.5703 -2.6868 -6.7488
C: -1.2296 -0.5752 -5.7507
N: -0.8585 -0.0227 -6.8829
C: -0.0177 1.0000 -6.7850
C: 0.5016 1.4421 -5.5699
C: 0.0847 0.7447 -4.4411
N: -0.8172 -0.2403 -4.5587
C: 0.5086 0.8278 -3.0447
C: 0.6047 1.9454 -2.2189
C: 0.6247 1.7574 -0.8484
N: 0.5915 0.5489 -0.2634
C: 0.6994 -0.5152 -1.0766
C: 0.6356 -0.4291 -2.4343
H: 0.2546 1.4622 -7.7248
H: 1.2068 2.2557 -5.5245
H: 0.5875 2.9445 -2.6250
H: 0.6478 2.6114 -0.1834
H: 0.7951 -1.4744 -0.5940
H: 0.6446 -1.3172 -3.0413

Mulliken atomic charge list, values in e, 6 entries: atom 1 (Cr): 0.278, atom 2 (C): -1.577, atom 3 (C): 0.267, atom 4 (C): -1.563, atom 5 (C): 0.722, atom 6 (C): -0.305